Record 1
ORCA calculation (ωB97M-V/def2-TZVPD) on a 5-piece molecular cluster, C26H44N4P overall.

Cartesian coordinates (Å):
1 C 3.80018 -3.37819 0.35485
2 C 5.03527 -2.45950 0.31438
3 C 5.27446 -1.76409 -1.03822
4 C 5.60376 -0.26246 -0.95101
5 C 4.75243 0.63089 -1.85957
6 C 3.63145 1.42118 -1.16377
7 P 2.82809 0.59026 0.21300
8 C 1.04273 0.50408 0.14393
9 C 0.43136 -0.43007 -0.92193
10 C 0.16505 -1.82636 -0.35680
11 C 1.22929 -0.53094 -2.21445
12 H 3.13234 -3.18166 -0.48349
13 H 3.23975 -3.25304 1.27857
14 H 4.08523 -4.42405 0.29406
15 H 4.97252 -1.72547 1.11936
16 H 5.90689 -3.06485 0.55037
17 H 4.40237 -1.90948 -1.67734
18 H 6.09976 -2.26376 -1.53823
19 H 6.64271 -0.11132 -1.23212
20 H 5.54849 0.06193 0.09156
21 H 5.39570 1.36936 -2.32973
22 H 4.31453 0.04323 -2.66286
23 H 2.82773 1.62388 -1.86888
24 H 3.99972 2.38400 -0.81816
25 H 3.33986 -0.68232 0.45027
26 H 3.12810 1.31821 1.36040
27 H 0.74761 0.14271 1.13129
28 H 0.66137 1.52208 0.06433
29 H -0.53107 0.01358 -1.17646
30 H 1.05452 -2.45616 -0.41483
31 H -0.18693 -1.78297 0.67056
32 H -0.61138 -2.29044 -0.95904
33 H 2.25582 -0.86662 -2.03142
34 H 1.25168 0.40204 -2.77395
35 H 0.77970 -1.28538 -2.85498
36 N 1.47142 1.52453 4.02428
37 C 1.10120 1.20805 5.30598
38 C 0.55222 2.32765 5.86523
39 C 0.59290 3.36053 4.88853
40 C 1.16616 2.83810 3.76343
41 H 1.90624 0.89015 3.38400
42 H 1.25853 0.22131 5.70535
43 H 0.16468 2.40236 6.86674
44 H 0.24407 4.37252 5.00376
45 H 1.38287 3.28764 2.80822
46 N -1.04630 5.09179 -1.80570
47 C -0.41961 4.19674 -0.98964
48 C 0.84386 4.00279 -1.48742
49 C 0.98009 4.81372 -2.64701
50 C -0.20700 5.47235 -2.81504
51 H -1.98437 5.42714 -1.68032
52 H -0.91767 3.78693 -0.12706
53 H 1.59662 3.36020 -1.06179
54 H 1.84637 4.90800 -3.27956
55 H -0.52038 6.18149 -3.56092
56 N -4.59504 -0.56780 -1.74273
57 C -4.21773 0.73899 -1.61895
58 C -3.45555 0.84946 -0.48574
59 C -3.37236 -0.44539 0.09681
60 C -4.08342 -1.29841 -0.70418
61 H -5.16587 -0.93444 -2.48345
62 H -4.52835 1.47721 -2.33764
63 H -3.02016 1.75969 -0.10798
64 H -2.85674 -0.71756 1.00303
65 H -4.26208 -2.35752 -0.62425
66 N -7.00037 -3.16892 0.07745
67 C -8.14092 -3.03112 0.82062
68 C -8.66228 -4.28034 1.02104
69 C -7.80351 -5.20896 0.37206
70 C -6.78827 -4.49307 -0.20160
71 H -6.41150 -2.41430 -0.22105
72 H -8.48061 -2.06240 1.14350
73 H -9.55972 -4.50564 1.57156
74 H -7.91996 -6.27863 0.33134
75 H -5.93856 -4.81309 -0.78059

Forces on atoms 1 to 6 (eV/Å):
C 0.168 0.088 -0.045
C -0.023 -0.327 -0.049
C -0.031 0.007 0.234
C 0.236 -0.095 -0.161
C 0.083 0.106 0.088
C 0.009 -0.136 -0.434

Output
Total charge: +1
Gap between HOMO and LUMO (eV): 7.213
E_HOMO (eV): -9.684

Results of the Mulliken charge analysis, in e, for atoms 1 through 6: C -1.110; C -0.775; C -0.728; C -0.976; C -0.880; C -0.532



Record 2
ORCA calculation (ωB97M-V/def2-TZVPD) on a 3-piece molecular cluster, C26H44N4S overall at a distorted geometry.

Cartesian coordinates (Å):
1 C 1.64918 -6.29497 -0.59477
2 C 0.70908 -6.09943 -1.85566
3 N 1.29641 -5.24893 -2.92549
4 C 0.85132 -3.87815 -2.77693
5 C -0.48468 -3.57383 -3.32596
6 C -1.10252 -2.25286 -3.22700
7 C -0.32547 -1.19571 -2.56132
8 C 1.00135 -1.50288 -2.01012
9 C 1.63678 -2.81372 -2.08657
10 N 2.91306 -3.21532 -1.54166
11 C 3.83154 -2.15162 -1.21024
12 C 5.25132 -2.55036 -1.03836
13 C 6.27270 -1.57136 -0.66021
14 C 5.95853 -0.15490 -0.41943
15 C 4.55321 0.25361 -0.60495
16 C 3.53496 -0.74553 -0.98201
17 S 1.84181 -0.13787 -1.15673
18 H 2.37997 -5.45227 -0.48105
19 H 2.26433 -7.23940 -0.65206
20 H 1.07111 -6.34091 0.37133
21 H 0.44255 -7.09907 -2.30703
22 H -0.26751 -5.65374 -1.51124
23 H 2.31650 -5.29917 -2.94061
24 H -1.08196 -4.38761 -3.81558
25 H -2.12655 -2.09546 -3.63683
26 H -0.77948 -0.17918 -2.45144
27 H 3.42674 -3.82676 -2.18215
28 H 5.57986 -3.61423 -1.16874
29 H 7.33205 -1.87966 -0.50030
30 H 6.71182 0.60499 -0.10565
31 H 4.27427 1.32946 -0.46131
32 C -1.08541 0.21716 5.74008
33 C -0.17575 -0.26494 4.61761
34 N -0.26308 0.54825 3.41529
35 C 0.34377 -0.07558 2.24533
36 C 1.85011 -0.33788 2.27699
37 C 0.01161 1.96890 3.58021
38 C 1.35927 2.37094 4.18175
39 H -2.11698 0.31780 5.39471
40 H -1.07672 -0.50415 6.56083
41 H -0.75958 1.17725 6.14667
42 H -0.48224 -1.28654 4.37220
43 H 0.85441 -0.33035 4.99456
44 H 0.10803 0.51944 1.35736
45 H -0.16007 -1.03489 2.07855
46 H 2.42384 0.58408 2.17262
47 H 2.12536 -0.97823 1.43789
48 H 2.16507 -0.84652 3.19055
49 H -0.77811 2.39598 4.20738
50 H -0.11025 2.47330 2.61616
51 H 1.59882 1.80616 5.08480
52 H 1.33268 3.42822 4.46031
53 H 2.17569 2.25139 3.46995
54 C -2.43594 1.96645 -0.08008
55 C -3.14717 3.30046 -0.25994
56 N -2.90749 3.91097 -1.55862
57 C -3.30745 5.31042 -1.62572
58 C -4.79162 5.63575 -1.45004
59 C -3.25380 3.10365 -2.72029
60 C -4.69002 2.58928 -2.83050
61 H -1.36738 2.05787 -0.29227
62 H -2.54267 1.62379 0.95229
63 H -2.85379 1.19018 -0.72580
64 H -2.77127 3.97241 0.51803
65 H -4.21947 3.16391 -0.06251
66 H -2.96138 5.73894 -2.57183
67 H -2.75085 5.85464 -0.85416
68 H -5.37518 5.35146 -2.32588
69 H -4.91665 6.71438 -1.32304
70 H -5.22075 5.15339 -0.57006
71 H -2.58322 2.23797 -2.74298
72 H -3.00562 3.65795 -3.63073
73 H -5.04307 2.13428 -1.90305
74 H -4.74295 1.82099 -3.60702
75 H -5.38500 3.37790 -3.11758

Forces on atoms 1 to 6 (eV/Å):
C 0.206 -0.213 0.251
C -0.111 -0.927 0.661
N -0.423 1.187 0.779
C -1.201 2.075 -0.249
C 0.648 1.375 0.828
C 2.734 -0.550 1.254

Output
Gap between HOMO and LUMO (eV): 8.056
E_HOMO (eV): -7.438
SMILES: CCNc1cccc2c1Nc1ccccc1S2.CCN(CC)CC.CCN(CC)CC

Results of the Mulliken charge analysis, in e, for atoms 1 through 6: C -0.804; C -0.506; N -0.461; C -0.015; C -0.293; C -0.614



Record 3
ORCA calculation (ωB97M-V/def2-TZVPD) on a 7-piece molecular cluster, C26H45Cl12N3O2 overall at a distorted geometry.

Cartesian coordinates (Å):
1 C 5.37178 -9.75459 -20.99540
2 Cl 4.40436 -10.98519 -20.33036
3 Cl 5.40019 -8.41197 -19.84717
4 Cl 4.83821 -9.19388 -22.53897
5 H 6.42578 -10.03008 -21.03135
6 C 3.93501 -9.42325 -16.23176
7 Cl 2.95993 -10.70732 -16.90902
8 Cl 4.44674 -9.93187 -14.64564
9 Cl 3.05991 -7.87319 -16.14523
10 H 4.81145 -9.23162 -16.85082
11 C -2.42898 -5.25742 -23.71011
12 Cl -0.87348 -5.53421 -24.53778
13 Cl -2.07259 -4.76688 -22.06296
14 Cl -3.26749 -6.82583 -23.45754
15 H -2.94808 -4.47604 -24.26516
16 C -2.06961 -11.91278 -17.93330
17 Cl -2.19453 -10.17126 -17.54547
18 Cl -2.56316 -12.88176 -16.56481
19 Cl -0.44206 -12.42095 -18.56418
20 H -2.78598 -12.19682 -18.70418
21 C 7.50802 -6.09664 -24.98817
22 C 7.01649 -4.62378 -24.71755
23 C 7.11972 -3.90121 -26.06023
24 C 6.38279 -2.50906 -26.17226
25 C 5.00573 -2.59395 -25.54287
26 C 4.93598 -3.29944 -24.12377
27 N 5.70280 -4.62770 -24.06985
28 O 5.59654 -5.37525 -22.74394
29 C 5.34951 -2.28721 -22.99259
30 C 3.42848 -3.55794 -23.84843
31 C 8.10889 -3.96245 -23.84940
32 H 6.97548 -6.48072 -25.85823
33 H 7.53872 -6.64962 -24.04936
34 H 8.47774 -6.05988 -25.48456
35 H 8.16781 -3.66428 -26.24322
36 H 6.81280 -4.46725 -26.93972
37 H 6.27872 -2.11514 -27.18325
38 H 6.84554 -1.70467 -25.60050
39 H 4.35469 -3.10642 -26.25112
40 H 4.63085 -1.57116 -25.58108
41 H 4.81782 -1.34218 -23.10364
42 H 5.19408 -2.71339 -22.00147
43 H 6.37011 -2.03321 -23.27885
44 H 2.97880 -4.13510 -24.65637
45 H 3.23928 -4.21044 -22.99605
46 H 2.94058 -2.59259 -23.71364
47 H 7.98523 -4.14710 -22.78230
48 H 8.16527 -2.87566 -23.91109
49 H 9.12968 -4.33365 -23.94047
50 C -1.91563 -13.47928 -24.33730
51 C -1.89843 -11.97367 -24.16982
52 C -2.74680 -11.65899 -22.85300
53 C -2.72113 -10.21578 -22.39648
54 C -1.25451 -9.80648 -22.33060
55 C -0.28801 -10.07652 -23.45764
56 N -0.50746 -11.42465 -24.08335
57 O 0.40183 -11.81305 -25.10818
58 C -0.47516 -8.93401 -24.41785
59 C 1.10239 -9.94211 -22.80151
60 C -2.71169 -11.27135 -25.29243
61 H -1.46626 -14.02683 -23.50883
62 H -1.28745 -13.59787 -25.22015
63 H -2.88170 -13.91298 -24.59558
64 H -3.73388 -12.11812 -22.90750
65 H -2.34911 -12.15447 -21.96731
66 H -3.19207 -10.15022 -21.41566
67 H -3.29027 -9.52880 -23.02276
68 H -0.82876 -10.16381 -21.39298
69 H -1.32227 -8.75109 -22.06666
70 H 0.17953 -8.66302 -25.24613
71 H -1.50186 -8.76180 -24.74085
72 H -0.33270 -8.00860 -23.85979
73 H 1.84900 -9.92769 -23.59552
74 H 1.23246 -8.96218 -22.34226
75 H 1.29702 -10.73715 -22.08170
76 H -3.71708 -11.69124 -25.32393
77 H -2.24475 -11.35575 -26.27373
78 H -2.81467 -10.21650 -25.03790
79 N 2.18045 -7.27104 -20.25574
80 C 1.65552 -8.29645 -19.50147
81 C 0.27801 -8.05902 -19.41328
82 C 0.09072 -6.81275 -20.05200
83 C 1.17536 -6.46662 -20.78544
84 H 3.14791 -7.09632 -20.48725
85 H 2.27091 -9.05523 -19.04110
86 H -0.46423 -8.60205 -18.84706
87 H -0.89057 -6.36469 -20.10412
88 H 1.46145 -5.59059 -21.34856

Forces on atoms 1 to 6 (eV/Å):
C 1.237 0.854 0.332
Cl -0.720 -1.331 0.212
Cl 0.043 0.840 0.529
Cl -0.194 0.062 -0.701
H -0.344 -0.396 -0.338
C 0.055 0.542 -0.081

Output
Gap between HOMO and LUMO (spin up / spin down) (eV): 8.483 / 7.190
E_HOMO (spin up / spin down) (eV): -8.030 / -8.031
Multiplicity: 3

Results of the Mulliken charge analysis, in e, for atoms 1 through 6: C -0.125; Cl -0.073; Cl -0.175; Cl -0.074; H 0.425; C 0.210